(1)
A molecular structure, C12H25AlNO8S at a distorted geometry. Source: OMol25; level of theory: the ωB97M-V functional and the def2-TZVPD basis.

The gap between HOMO and LUMO is 7.7858 eV. The HOMO energy comes out at -5.23 eV. Its LUMO energy is 2.6 eV.

```
! wB97M-V def2-TZVPD RIJCOSX def2/J DEFGRID3
* xyz -1 1
C 4.86 1.82 -0.78
C 4.87 0.54 -1.80
O 6.31 0.37 -2.15
C 4.44 -0.80 -1.05
O 3.06 -1.17 -1.01
Al 1.83 0.06 -1.61
N 0.04 -0.15 -0.83
C -0.51 1.00 -1.09
S -1.08 2.59 -1.17
H 4.24 1.53 0.16
H 5.94 2.00 -0.39
H 4.49 2.79 -1.27
H 4.36 0.76 -2.80
H 6.44 1.06 -2.84
H 5.03 -1.67 -1.54
H 4.85 -0.74 0.03
H 1.61 -0.20 -3.19
H 2.19 1.59 -1.44
C -1.42 -4.10 -0.97
C -1.83 -2.99 -1.93
O -2.36 -3.53 -3.15
C -3.60 -4.03 -3.08
O -4.30 -4.07 -2.10
O -3.92 -4.52 -4.30
C -5.18 -5.18 -4.33
H -0.72 -4.79 -1.46
H -0.95 -3.69 -0.08
H -2.28 -4.70 -0.66
H -0.95 -2.41 -2.19
H -2.55 -2.31 -1.47
H -5.98 -4.54 -3.96
H -5.13 -6.11 -3.76
H -5.40 -5.43 -5.37
C -1.97 2.32 2.37
C -2.12 1.92 3.82
O -0.98 2.34 4.60
C -0.92 3.65 4.88
O -1.73 4.49 4.56
O 0.22 3.87 5.58
C 0.46 5.25 5.85
H -1.03 1.94 1.96
H -2.80 1.93 1.78
H -1.95 3.41 2.25
H -2.16 0.83 3.90
H -3.04 2.31 4.26
H -0.40 5.71 6.36
H 0.69 5.78 4.93
H 1.32 5.31 6.51
*
```

=====

(2)
C17H17NO5S in the gas phase. Source: OMol25; level of theory: the ωB97M-V functional and the def2-TZVPD basis.

As for the SMILES: COc1ccccc1S(=O)(=O)C[C@H](O)COc1ccc(C#N)cc1. The gap between HOMO and LUMO is 9.4292 eV. The HOMO energy comes out at -9.22 eV. For the energy above the lowest of the compared OMol25 structures with the same formula, charge and spin, the calculation gives 54.5 kcal/mol. Its LUMO energy is 0.2 eV.

```
! wB97M-V def2-TZVPD RIJCOSX def2/J DEFGRID3
* xyz 0 1
C -0.07 -1.10 -2.99
H 0.56 -0.66 -3.76
H -0.27 -2.14 -3.24
H -1.01 -0.55 -2.93
O 0.67 -0.98 -1.80
C 0.19 -1.54 -0.67
C -1.09 -2.06 -0.53
C -1.52 -2.56 0.69
C -0.67 -2.57 1.79
C 0.61 -2.08 1.65
C 1.05 -1.58 0.44
S 2.75 -1.01 0.39
O 3.29 -0.99 -0.94
O 3.48 -1.76 1.38
C 2.64 0.73 0.95
C 2.09 1.53 -0.23
O 3.08 1.78 -1.19
H 3.41 0.91 -1.48
C 1.49 2.86 0.24
H 2.24 3.43 0.79
H 1.17 3.45 -0.62
O 0.45 2.63 1.17
C -0.66 1.97 0.76
C -1.40 1.35 1.77
C -2.54 0.64 1.47
C -2.98 0.54 0.15
C -2.26 1.19 -0.86
C -1.11 1.89 -0.56
H -0.57 2.38 -1.36
H -2.62 1.14 -1.88
C -4.12 -0.23 -0.17
N -5.02 -0.87 -0.45
H -3.10 0.15 2.26
H -1.05 1.43 2.79
H 1.28 0.94 -0.69
H 1.97 0.75 1.81
H 3.63 1.06 1.22
H 1.32 -2.11 2.46
H -1.01 -2.96 2.74
H -2.52 -2.94 0.78
H -1.77 -2.07 -1.36
*
```

=====

(3)
2 unconnected molecules or ions with the total composition CH3ClFNS at a distorted geometry. Source: OMol25; level of theory: the ωB97M-V functional and the def2-TZVPD basis.

The gap between HOMO and LUMO (alpha / beta) is 8.4367 / 8.4375 eV. The HOMO energy (alpha / beta) comes out at -8.48 / -8.48 eV. For the energy above the lowest of the compared OMol25 structures with the same formula, charge and spin, the calculation gives 43.0 kcal/mol. Its LUMO energy (alpha / beta) is 0.0 / 0.0 eV.

```
! wB97M-V def2-TZVPD RIJCOSX def2/J DEFGRID3
* xyz 0 1
C 0.78 1.21 -0.02
N 2.29 -0.70 -0.64
F 0.46 2.48 0.29
S 2.33 0.84 -0.41
Cl -3.30 0.46 -0.43
H -0.04 0.51 0.05
H -3.06 0.57 0.83
H 3.19 -1.03 -0.96
*
```

=====

(4)
7 unconnected molecules or ions with the total composition C50H66NO at a distorted geometry. Source: OMol25; level of theory: the ωB97M-V functional and the def2-TZVPD basis.

The gap between HOMO and LUMO is 7.8457 eV. The HOMO energy comes out at -10.65 eV. Its LUMO energy is -2.8 eV.

```
! wB97M-V def2-TZVPD RIJCOSX def2/J DEFGRID3
* xyz 1 1
C 6.48 3.45 1.53
C 6.90 2.11 0.95
C 6.96 2.11 -0.58
C 5.56 2.08 -1.20
C 4.93 0.69 -1.21
C 3.78 0.50 -0.18
C 4.04 -0.59 0.88
C 3.86 -0.16 2.35
C 2.75 0.86 2.61
C 1.37 0.55 2.00
C 0.64 1.85 1.67
C -0.88 1.81 1.86
O -1.58 1.90 0.61
C -1.32 3.17 0.08
C 0.15 3.35 -0.31
N 1.03 2.30 0.29
H 6.63 3.43 2.61
H 7.10 4.26 1.16
H 5.44 3.69 1.35
H 6.23 1.34 1.31
H 7.90 1.90 1.31
H 7.49 3.00 -0.90
H 7.49 1.21 -0.91
H 4.95 2.78 -0.62
H 5.59 2.48 -2.21
H 5.68 -0.08 -1.08
H 4.50 0.55 -2.20
H 3.62 1.48 0.27
H 2.90 0.20 -0.75
H 5.08 -0.89 0.77
H 3.47 -1.48 0.67
H 4.77 0.21 2.79
H 3.61 -1.06 2.91
H 2.64 1.03 3.68
H 3.10 1.81 2.19
H 0.78 0.04 2.75
H 1.42 -0.10 1.12
H 1.03 2.59 2.36
H -1.19 2.67 2.45
H -1.19 0.93 2.41
H -1.59 3.96 0.78
H -1.92 3.34 -0.81
H 0.50 4.32 -0.01
H 0.28 3.30 -1.39
H 1.97 2.69 0.38
H 1.13 1.48 -0.31
C -0.70 -3.34 -1.37
C -0.66 -1.95 -1.33
C 0.47 -1.28 -1.77
C 1.56 -1.99 -2.26
C 1.51 -3.38 -2.30
C 0.39 -4.05 -1.86
H -1.58 -3.86 -1.02
H -1.51 -1.39 -0.96
H 0.50 -0.19 -1.75
H 2.44 -1.46 -2.61
H 2.36 -3.93 -2.68
H 0.36 -5.13 -1.88
C -4.57 6.47 3.19
C -4.22 5.40 2.37
C -4.25 4.11 2.86
C -4.64 3.87 4.18
C -4.99 4.94 4.99
C -4.95 6.24 4.50
H -4.54 7.48 2.80
H -3.94 5.58 1.34
H -3.98 3.28 2.22
H -4.67 2.86 4.56
H -5.29 4.76 6.02
H -5.22 7.07 5.14
C 0.33 -3.21 2.62
C -0.07 -3.98 3.70
C 0.74 -5.02 4.13
C 1.93 -5.29 3.48
C 2.32 -4.52 2.39
C 1.52 -3.48 1.96
H -0.30 -2.39 2.28
H -1.00 -3.76 4.21
H 0.43 -5.63 4.97
H 2.56 -6.11 3.81
H 3.26 -4.73 1.89
H 1.81 -2.87 1.11
C -3.82 -8.49 3.50
C -2.98 -7.39 3.37
C -1.64 -7.58 3.03
C -1.15 -8.86 2.83
C -2.00 -9.96 2.96
C -3.33 -9.77 3.30
H -4.86 -8.34 3.77
H -3.36 -6.39 3.53
H -0.98 -6.73 2.93
H -0.11 -9.01 2.56
H -1.62 -10.96 2.79
H -3.99 -10.62 3.40
C -2.22 -1.60 -5.55
C -2.97 -0.98 -6.55
C -2.73 0.34 -6.89
C -1.71 1.04 -6.26
C -0.96 0.43 -5.27
C -1.22 -0.89 -4.91
H -2.42 -2.63 -5.28
H -3.76 -1.54 -7.05
H -3.32 0.82 -7.66
H -1.52 2.07 -6.53
H -0.17 0.98 -4.77
H -0.63 -1.36 -4.14
C -3.89 3.09 -4.55
C -5.14 3.06 -5.14
C -5.76 4.23 -5.54
C -5.11 5.45 -5.36
C -3.85 5.49 -4.78
C -3.24 4.31 -4.38
H -3.41 2.17 -4.24
H -5.64 2.11 -5.28
H -6.74 4.20 -5.99
H -5.59 6.37 -5.68
H -3.35 6.44 -4.65
H -2.26 4.34 -3.92
*
```